92
Properties=species:S:1:pos:R:3 method="wB97M-V/def2-TZVPD" homo_energy_ev="-7.95 / -8.18" lumo_ev="0.32 / -2.15" charge=0 de_lowest_kj_mol=0.0 spin_multiplicity=3 s_squared=2.015 homo_lumo_gap_ev="8.274 / 6.037"
Au -0.16038 -0.30489 -0.85730
F -1.90926 -6.38113 -2.69054
C -1.92530 -5.13648 -2.20746
C -2.71286 -4.16643 -2.79752
F -3.45900 -4.47955 -3.86099
C -2.73011 -2.88012 -2.29396
F -3.50903 -1.97282 -2.89468
C -1.98487 -2.50933 -1.16840
O -2.03747 -1.29327 -0.64498
C -1.19664 -3.52322 -0.60388
F -0.43894 -3.22697 0.45750
C -1.16353 -4.80592 -1.10353
F -0.39998 -5.73720 -0.52309
C -4.53575 0.85702 -1.79462
C -4.36349 2.28893 -1.33654
C -4.53469 2.45285 0.16539
O -3.08227 2.82994 -1.79825
P -1.61807 2.26864 -1.64904
S -1.16266 0.77227 -2.92063
S -1.21073 1.67574 0.22960
O -0.75476 3.48147 -2.15509
C -0.53051 4.81988 -1.60941
C 0.25675 4.76965 -0.31439
C -1.82804 5.59397 -1.48130
H -5.53576 0.51296 -1.52087
H -3.80189 0.20725 -1.30952
H -4.41319 0.76532 -2.87375
H -5.07093 2.93774 -1.84684
H -4.06224 1.63306 0.70631
H -5.60106 2.46062 0.40005
H -4.10153 3.39465 0.50958
H 0.08713 5.26750 -2.38426
H -0.35866 4.38237 0.49990
H 0.56924 5.78491 -0.05968
H 1.13910 4.13681 -0.41551
H -2.45953 5.16253 -0.70331
H -2.38368 5.59753 -2.41854
H -1.59475 6.62339 -1.20410
O 0.56336 -0.58722 1.36332
S 1.33636 -1.17803 2.51059
C 0.09477 -1.17077 3.83131
C -1.02172 -2.05863 3.35561
C -2.14163 -1.49821 2.75320
C -3.14594 -2.31258 2.24836
C -3.03549 -3.69240 2.34232
C -1.91475 -4.25958 2.93604
C -0.91068 -3.44503 3.43622
C 2.48171 0.15698 3.03163
C 1.82753 1.36661 3.61402
C 1.24998 2.30615 2.76112
C 0.59328 3.41168 3.28441
C 0.51960 3.59430 4.65914
C 1.10832 2.66876 5.51243
C 1.75611 1.55838 4.99106
H -0.22323 -0.13536 3.95160
H 0.57485 -1.53404 4.74367
H -2.20949 -0.42006 2.65115
H -4.00963 -1.86791 1.77009
H -3.81977 -4.32799 1.94818
H -1.81738 -5.33632 2.99821
H -0.02311 -3.88590 3.88013
H 2.97384 0.40065 2.08799
H 3.19933 -0.32061 3.70314
H 1.31958 2.16527 1.68541
H 0.14173 4.13382 2.61510
H 0.01066 4.45897 5.06776
H 1.06094 2.81198 6.58481
H 2.21044 0.83213 5.65866
C 4.32690 -1.94891 0.05443
C 4.19504 -2.46193 -1.37775
C 3.59451 -1.44176 -2.37381
C 3.48683 -2.08399 -3.76588
C 2.91088 -1.13969 -4.82047
C 4.53578 -0.25004 -2.43587
O 5.64154 -0.32968 -2.92307
N 4.08996 0.92375 -1.87127
C 2.84074 1.15909 -1.28269
O 2.62533 2.21707 -0.72752
N 1.93167 0.14277 -1.37831
C 2.21476 -1.06017 -1.89207
O 1.28068 -1.88914 -1.92321
H 4.65782 -2.74832 0.71842
H 3.36335 -1.58999 0.42514
H 5.05011 -1.13222 0.12266
H 3.55426 -3.34435 -1.40158
H 5.17473 -2.74130 -1.76548
H 2.85185 -2.96438 -3.66683
H 4.48614 -2.40774 -4.05545
H 1.91323 -0.79175 -4.53781
H 2.82144 -1.64852 -5.78094
H 3.55430 -0.26827 -4.96381
H 4.72793 1.70474 -1.87983

57
Properties=species:S:1:pos:R:3 method="wB97M-V/def2-TZVPD" homo_energy_ev="-5.71 / -6.53" lumo_ev="2.02 / 0.38" charge=-1 de_lowest_kj_mol=10.3 spin_multiplicity=2 s_squared=0.778 homo_lumo_gap_ev="7.728 / 6.910"
Ti -1.31793 0.41119 1.21830
Cl 4.21940 3.71310 0.51778
C 3.44122 2.21985 0.18650
C 4.23741 1.06844 -0.08702
Cl 5.95513 1.20680 -0.06758
C 3.64099 -0.12465 -0.36281
Cl 4.55032 -1.54047 -0.69790
C 2.19439 -0.26560 -0.39116
O 1.64513 -1.33598 -0.66609
C 1.39730 0.93285 -0.08012
O 0.11923 0.84557 -0.09258
C 2.06281 2.14638 0.18550
Cl 1.09480 3.53029 0.50832
Br 0.63651 -0.45474 -4.32471
C -1.21396 -0.17649 -4.00166
C -2.10846 -0.24484 -5.05661
C -3.46005 -0.05076 -4.80318
C -3.90148 0.20259 -3.51427
C -2.98924 0.26429 -2.46808
C -1.63278 0.07922 -2.70877
C -3.49880 0.52613 -1.07501
O -4.66905 0.73029 -0.85749
O -2.57302 0.50563 -0.14531
H -1.75248 -0.44664 -6.05764
H -4.16803 -0.10143 -5.62057
H -4.94910 0.35382 -3.29260
H -0.92172 0.13399 -1.89574
F 0.19876 0.07522 2.36782
Sb -0.20220 -0.13629 4.71897
F -0.24222 -1.97172 4.19237
F -2.33044 -0.35608 2.51186
F -0.14263 -0.70665 6.57463
F -1.49651 2.06045 1.83640
F 1.70378 -0.05800 4.70007
C 1.17074 -7.61596 -1.02498
C 0.81525 -6.25090 -0.50448
C -0.00810 -5.40283 -1.23217
C -0.33504 -4.13148 -0.78020
C -1.16821 -3.24100 -1.65488
C 0.18272 -3.70815 0.45680
C -0.11375 -2.39195 1.00903
O -0.99641 -1.64368 0.59284
C 1.04732 -4.53940 1.19490
C 1.67698 -4.10076 2.49245
C 1.33715 -5.80230 0.70297
H 0.51264 -7.91229 -1.84107
H 1.10263 -8.36656 -0.23651
H 2.19649 -7.62727 -1.40004
H -0.40071 -5.73354 -2.18754
H -1.35546 -3.72470 -2.61373
H -0.64312 -2.30145 -1.82917
H -2.12135 -2.98905 -1.19094
H 0.48103 -2.06307 1.86303
H 2.32809 -3.23648 2.34585
H 2.28338 -4.90825 2.90020
H 0.93734 -3.81461 3.23957
H 1.99467 -6.45094 1.27195

12
Properties=species:S:1:pos:R:3 method="wB97M-V/def2-TZVPD" homo_energy_ev=-9.04 lumo_ev=0.43 charge=0 smiles="CSCC(=O)S" de_lowest_kj_mol=232.8 homo_lumo_gap_ev=9.471
C 2.20302 -0.28979 0.21314
C -0.33490 0.42249 -0.03272
C -1.85253 0.39915 -0.42404
H 3.24940 -0.81019 -0.11527
H 2.64072 0.73026 0.44297
H 1.89510 -0.52591 1.35538
H -0.01101 -0.12327 0.97656
H -0.04566 1.63831 0.24388
H -3.74164 -1.11959 -0.87563
O -2.48320 1.40850 -0.52422
S 0.93211 -0.45731 -1.09258
S -2.45140 -1.27264 -0.16747

156
Properties=species:S:1:pos:R:3 method="wB97M-V/def2-TZVPD" homo_energy_ev=-13.53 lumo_ev=-3.19 charge=+2 de_lowest_kj_mol=93.6 homo_lumo_gap_ev=10.345
C 16.91842 14.85256 14.38266
C 18.22768 14.43013 13.93085
N 18.61667 14.80784 12.49916
C 19.84164 13.97087 12.18513
C 17.56077 14.40295 11.50457
C 17.96339 14.62530 10.05913
C 18.94799 16.25345 12.46310
C 19.53389 16.93733 13.68354
O 20.69820 16.23671 14.08578
C 21.83005 16.92142 14.67447
H 16.10774 14.41666 13.82399
H 16.78957 15.93608 14.50151
H 16.92546 14.49299 15.41426
H 18.19434 13.35258 14.07358
H 19.05845 14.79292 14.52555
H 20.26523 14.26966 11.24509
H 19.66896 12.85925 12.16411
H 20.61409 14.18345 12.96523
H 16.64507 14.92540 11.81621
H 17.39766 13.33134 11.70572
H 18.24226 15.64012 9.79372
H 17.03452 14.41010 9.51209
H 18.61269 13.82660 9.66358
H 18.02545 16.77700 12.22116
H 19.64065 16.32986 11.63793
H 18.82222 17.02057 14.52506
H 19.64753 17.97556 13.32376
H 22.73858 16.41237 14.26405
H 21.68895 16.76636 15.73816
H 21.85579 17.98985 14.44935
C 16.70375 15.73268 21.13146
C 15.34107 15.07840 20.86644
N 14.36970 15.01459 22.01816
C 15.14110 14.32460 23.19309
C 13.89232 16.43252 22.38981
C 13.17264 17.17172 21.24448
C 13.19940 14.12360 21.60999
C 11.95282 14.24998 22.47582
O 12.29126 14.00094 23.82286
C 11.17491 13.62095 24.58394
H 17.20310 15.95825 20.18305
H 17.33053 15.04596 21.71656
H 16.57562 16.69512 21.59722
H 15.56865 14.05337 20.55389
H 14.79934 15.52248 20.00421
H 15.72941 13.50271 22.82729
H 14.47489 14.01301 24.00447
H 15.83301 15.06300 23.51390
H 14.71060 17.02842 22.75392
H 13.32775 16.23682 23.28667
H 12.87029 18.10854 21.69641
H 12.33307 16.74949 20.77051
H 13.88132 17.36621 20.44653
H 13.58654 13.09881 21.74098
H 13.01542 14.35064 20.56215
H 11.29478 13.49765 22.09001
H 11.52189 15.27634 22.26154
H 11.39378 13.48341 25.65839
H 10.75044 12.65768 24.29102
H 10.39725 14.38411 24.48921
C 29.12425 10.64194 16.11789
C 28.40945 10.28559 17.33111
N 27.08910 10.70371 17.24974
C 26.13541 10.22820 16.34521
C 25.03214 10.92911 16.53510
N 25.23475 11.83793 17.55630
C 26.48558 11.66553 17.97500
C 24.19758 12.71070 18.07308
H 29.18208 11.69277 15.94867
H 28.77488 10.26954 15.18104
H 30.13080 10.22104 16.17701
H 28.88417 10.77914 18.16543
H 28.47440 9.20411 17.50377
H 26.36248 9.45822 15.67660
H 24.08677 10.86959 16.01131
H 26.91770 12.29211 18.78552
H 23.29947 12.13630 18.21154
H 24.02482 13.44627 17.32649
H 24.54769 13.20848 18.94574
C 15.62182 10.02818 20.56284
C 16.29733 9.29824 21.61298
O 15.85397 9.00284 22.71581
N 17.66220 8.73953 21.42202
H 18.24994 9.55021 21.15121
H 17.95567 8.42524 22.31392
C 17.86039 7.63819 20.39598
H 15.15760 9.37285 19.82367
H 16.21898 10.78962 20.07237
H 14.74697 10.55788 21.00611
H 17.24905 6.78082 20.70718
H 18.89265 7.36665 20.30437
H 17.60956 8.06392 19.45970
C 17.99241 20.26222 20.23850
C 17.06739 19.31111 19.51997
O 15.92524 19.10445 19.69894
N 17.81522 18.52422 18.43627
H 18.37938 19.16073 17.86932
H 18.55080 17.96036 19.05990
C 16.99518 17.49829 17.67641
H 18.80126 19.66212 20.66570
H 17.50597 20.93654 20.97122
H 18.44061 20.87292 19.44071
H 16.16773 17.81196 17.10264
H 16.63939 16.75329 18.37984
H 17.74140 17.11673 17.00846
C 13.00324 10.16305 14.28917
C 12.62048 8.80773 14.59808
O 11.96697 7.98923 14.07960
N 13.16876 8.41463 16.11159
H 12.89340 7.45112 16.26931
H 14.20726 8.43127 16.15937
C 12.45886 9.21067 17.15565
H 13.07248 10.21454 13.19492
H 13.89311 10.45968 14.83939
H 12.26549 10.91876 14.50392
H 11.38186 8.96339 16.97392
H 12.58237 10.24066 16.89484
H 12.85473 8.92685 18.09669
C 18.64776 10.84459 16.88243
C 18.95910 12.25660 17.25240
O 18.44814 13.27105 16.93538
N 20.12586 12.45844 18.32357
H 19.82392 11.99560 19.16995
H 20.91107 11.94438 17.93610
C 20.46557 13.88061 18.65051
H 19.55910 10.27862 16.67932
H 18.10547 10.81820 15.93190
H 18.11334 10.51018 17.73321
H 20.81595 13.91122 19.68742
H 19.53488 14.43412 18.46898
H 21.22536 14.24087 17.91898
B 20.74628 17.49448 19.02691
F 20.72004 16.61850 17.89408
F 19.50919 17.28310 19.80236
F 21.87014 17.36554 19.79410
F 20.60313 18.79036 18.57605
B 18.70900 11.78605 21.72707
F 19.87389 12.50281 21.50818
F 17.49349 12.44249 21.79720
F 18.67878 10.94542 20.48289
F 18.80970 10.81411 22.74626
B 16.15649 7.80886 17.32867
F 15.73020 8.33733 16.07228
F 15.06007 7.21761 17.93578
F 17.24523 6.95316 17.09508
F 16.64856 8.83456 18.12880
B 21.85156 12.35604 15.07673
F 21.87796 11.19585 15.98212
F 20.56271 13.02593 15.07476
F 22.80321 13.43313 15.59389
F 22.20040 12.04040 13.75853
B 14.91259 13.24522 17.22721
F 16.06675 12.47189 17.14679
F 13.99956 12.93722 16.08279
F 14.19870 13.03379 18.46349
F 15.41449 14.59785 17.25414

14
Properties=species:S:1:pos:R:3 method="wB97M-V/def2-TZVPD" homo_energy_ev=-8.59 lumo_ev=0.77 charge=0 de_lowest_kj_mol=800.0 homo_lumo_gap_ev=9.358
C 1.50073 -0.26302 -0.47908
C 0.05742 0.08395 -0.36866
N -0.96831 -0.76914 -0.28320
O -0.57605 -2.10828 -0.24706
C -0.55439 1.39701 -0.18589
C -0.70737 1.01300 1.24766
O -0.16596 2.27786 0.84978
H 1.76168 -0.39588 -1.53562
H 2.10439 0.55950 -0.08410
H 1.72609 -1.19319 0.04606
H -1.28740 -2.56467 -0.71587
H -1.45909 1.65741 -0.72774
H -1.53148 -0.11611 0.77353
H 0.09975 0.42156 1.71019

114
Properties=species:S:1:pos:R:3 method="wB97M-V/def2-TZVPD" homo_energy_ev=-10.36 lumo_ev=-5.71 charge=+1 de_lowest_kj_mol=637.8 homo_lumo_gap_ev=4.656
O -4.43393 2.62593 -1.37933
B -3.92084 2.12423 -2.67669
O -4.78516 2.08079 -3.90785
C -2.34266 1.61218 -2.92203
N -1.52952 2.87238 -3.30529
N -2.09844 4.05185 -2.93614
C -1.38441 5.30618 -3.30609
C 0.08735 5.37835 -4.10000
P 1.01577 6.99295 -4.52253
O 2.38307 6.58205 -5.57868
O -0.04785 8.01264 -5.45087
C 0.69607 3.87046 -4.49580
C -0.23581 2.56630 -4.01601
I 0.57527 0.58686 -4.48928
H -4.92967 3.48151 -1.63681
H -4.11827 2.25038 -4.66296
H -2.40614 0.83470 -3.79998
H -1.92934 1.13407 -1.90922
H -1.87942 6.34258 -2.98033
H 2.72275 5.64974 -5.33640
H -0.88446 7.52953 -5.72116
H 1.70303 3.73983 -5.07834
C -4.29615 -1.55194 6.10169
O -3.81552 -0.80509 4.99550
C -2.80498 -1.50812 4.26825
C -2.67304 -0.93880 2.85329
O -3.68271 -1.42992 1.96110
C -4.99372 -0.87916 2.14471
C -5.10635 0.56629 1.65410
O -4.59422 1.46653 2.63759
C -4.27816 2.73613 2.08828
H -3.48462 -1.76942 6.80136
H -5.05719 -0.95661 6.61276
H -4.76094 -2.48134 5.75768
H -3.04624 -2.57511 4.21408
H -1.86018 -1.37555 4.80660
H -1.72339 -1.29220 2.43638
H -2.63458 0.14935 2.85065
H -5.32613 -0.98888 3.17957
H -5.65634 -1.49787 1.53114
H -6.15837 0.81842 1.49110
H -4.55337 0.67760 0.71405
H -3.49152 2.63829 1.33558
H -3.90562 3.37457 2.89482
H -5.16793 3.19799 1.65170
C 6.87459 0.14481 -10.60680
O 6.24085 -0.55842 -9.55025
C 6.61582 -0.05454 -8.26579
C 5.58234 -0.46004 -7.21169
O 4.41997 0.37985 -7.22223
C 3.51017 0.16601 -8.30958
C 2.70855 -1.13028 -8.16902
O 3.48658 -2.24580 -8.60521
C 2.98223 -3.47640 -8.11046
H 7.96178 0.05876 -10.52906
H 6.54936 -0.29330 -11.55394
H 6.57461 1.19743 -10.59435
H 6.70275 1.03689 -8.29447
H 7.58840 -0.49052 -8.01274
H 6.03457 -0.31387 -6.22444
H 5.31353 -1.51268 -7.28410
H 4.02378 0.22921 -9.27171
H 2.80794 1.00478 -8.26890
H 1.81698 -1.08172 -8.80118
H 2.40876 -1.26332 -7.12294
H 3.02526 -3.49201 -7.01829
H 3.61504 -4.28334 -8.49164
H 1.95654 -3.63689 -8.45369
C 1.49093 -4.00609 5.79265
O 0.64724 -4.51966 6.81093
C -0.31998 -3.56022 7.24484
C -1.49179 -4.26054 7.93770
O -2.43297 -4.81697 7.00970
C -2.01151 -6.01333 6.34119
C -2.01929 -7.24064 7.25570
O -0.83521 -7.27360 8.05373
C -0.97820 -8.11236 9.18932
H 2.03985 -3.13147 6.15204
H 2.20517 -4.78511 5.51376
H 0.90147 -3.74767 4.90726
H -0.69037 -2.97966 6.39316
H 0.17751 -2.88938 7.95373
H -2.05211 -3.50331 8.49732
H -1.15699 -5.00414 8.65918
H -1.04522 -5.87189 5.85155
H -2.74826 -6.17691 5.54824
H -2.03461 -8.15107 6.64926
H -2.90787 -7.21313 7.89720
H -1.76783 -7.73344 9.84341
H -0.03559 -8.09996 9.74450
H -1.19688 -9.13908 8.88335
C 1.06677 1.55802 4.45346
O 1.54740 2.30487 3.34727
C 2.55794 1.60184 2.62001
C 2.68988 2.17116 1.20506
O 1.68021 1.68005 0.31286
C 0.36920 2.23081 0.49647
C 0.25657 3.67625 0.00586
O 0.76870 4.57649 0.98936
C 1.08476 5.84610 0.44004
H 1.87831 1.34054 5.15313
H 0.30573 2.15335 4.96453
H 0.60199 0.62862 4.10945
H 2.31669 0.53486 2.56585
H 3.50274 1.73441 3.15836
H 3.63953 1.81777 0.78814
H 2.72835 3.25931 1.20241
H 0.03679 2.12108 1.53133
H -0.29342 1.61210 -0.11709
H -0.79545 3.92839 -0.15713
H 0.80956 3.78756 -0.93419
H 1.87140 5.74825 -0.31265
H 1.45730 6.48454 1.24658
H 0.19500 6.30796 0.00346

54
Properties=species:S:1:pos:R:3 method="wB97M-V/def2-TZVPD" homo_energy_ev=-6.11 lumo_ev=2.02 charge=-1 homo_lumo_gap_ev=8.133
C 3.06955 3.69586 1.46671
C 4.31478 3.56507 0.58463
C 4.50129 2.16843 -0.02865
C 4.35812 1.04957 0.99174
O 4.58583 -0.24649 0.44873
C 3.49235 -0.90037 -0.15335
O 2.77247 -0.15154 -1.05856
B 1.33532 -0.20088 -0.67382
F 1.08112 0.97696 0.19447
C 0.28941 -0.12364 -1.89275
C -1.09726 -0.50327 -1.35630
C -2.20749 -0.24764 -2.34281
F -2.41065 1.09085 -2.54545
F -1.90306 -0.78404 -3.57330
C -3.58980 -0.88505 -1.98174
F -3.39991 -2.09180 -1.40211
F -4.32041 -1.08348 -3.10977
C -4.46198 0.02003 -1.04989
F -5.01273 0.98765 -1.79807
F -3.68354 0.58192 -0.10916
C -5.56740 -0.80829 -0.31142
F -6.09923 -1.70386 -1.13831
F -4.97233 -1.45146 0.69389
S -7.01483 0.20789 0.42302
F -6.64804 -0.18149 1.91292
F -7.96947 -1.06301 0.34625
F -7.43366 0.61410 -1.05403
F -6.09181 1.48893 0.54158
F -8.23097 1.06219 0.96774
O 1.21658 -1.40338 0.12948
C 2.43432 -1.58289 0.81473
N 2.36641 -1.01429 2.14753
C 2.78232 -3.07926 0.85335
C 1.93626 -3.92267 1.75344
O 1.01811 -4.59599 1.43410
Cl 2.44787 -3.95295 3.48289
H 2.75280 4.73327 1.57529
H 3.26032 3.29653 2.46698
H 2.25385 3.10218 1.04857
H 4.20338 4.26471 -0.25034
H 5.21364 3.88929 1.11890
H 5.51482 2.10961 -0.43955
H 3.80858 2.04707 -0.85710
H 5.12861 1.19267 1.75773
H 3.40491 1.11907 1.50078
H 3.97420 -1.73265 -0.69146
H 0.26294 0.88345 -2.31762
H 0.58057 -0.80176 -2.69918
H -1.08545 -1.55080 -1.06311
H -1.28513 0.10826 -0.47141
H 1.63114 -1.48958 2.65866
H 2.02845 -0.06550 2.03209
H 3.82278 -3.15974 1.17176
H 2.64206 -3.47782 -0.14866

| no. | molecular weight (g mol⁻¹) |
| --- | --- |
| 1 | 1006.825 |
| 2 | 877.707 |
| 3 | 122.214 |
| 4 | 1134.108 |
| 5 | 101.105 |
| 6 | 865.519 |
| 7 | 608.605 |